Entry 1:
# C39H58InN6O4PS3

C39H58InN6O4PS3 as an isolated structure (ωB97M-V with the def2-TZVPD basis set, the Open Molecules 2025 dataset).

The calculation puts the orbital gap at 0.2438 Ha. The highest occupied orbital energy is -12.36 eV.

ORCA input file:
```
! wB97M-V def2-TZVPD RIJCOSX def2/J DEFGRID3
* xyz 2 1
In 0.51376 -0.56419 1.35412
N 5.23694 5.89484 3.01234
C 4.23816 4.98582 2.93205
C 3.08597 5.11573 3.72817
C 2.07434 4.18834 3.65143
C 2.18952 3.12001 2.76574
C 3.31949 2.97444 1.96233
C 4.33295 3.89705 2.04168
S 0.91320 1.96857 2.68192
O -0.15519 2.32890 3.55974
O 0.55183 1.75785 1.25070
N 1.42500 0.42027 2.94760
C 1.60010 0.02767 4.29407
N 2.09124 0.94947 5.11243
C 2.21628 0.59656 6.38725
C 1.86158 -0.66446 6.84079
C 1.36229 -1.53746 5.89449
N 1.21484 -1.20336 4.61000
H 5.18292 6.66636 3.65112
H 6.08282 5.78512 2.48539
H 3.00012 5.95254 4.40922
H 1.19380 4.27813 4.27190
H 3.40146 2.13778 1.27950
H 5.21108 3.79548 1.41693
H 2.60869 1.35105 7.05913
H 1.96029 -0.94566 7.87808
H 1.05433 -2.54058 6.16832
O -0.51443 -0.07726 -0.43851
P -1.35487 0.98020 -1.21366
C -2.91197 1.33725 -0.30831
C -2.79979 1.30346 1.23837
C -2.94835 2.68823 1.85709
C -4.34747 3.24450 1.58167
C -4.81817 2.91258 0.15496
C -3.63732 2.62081 -0.76791
C -1.83461 0.13472 -2.76057
C -2.31822 -1.29383 -2.44177
C -2.93422 -1.91530 -3.69018
C -4.22564 -1.18662 -4.09700
C -4.25118 0.25761 -3.58661
C -2.86424 0.89242 -3.64579
C -0.33844 2.48060 -1.45994
C 1.16756 2.15995 -1.56778
C 1.62960 1.79380 -2.97462
C 1.26326 2.88995 -3.96672
C -0.24439 3.10638 -3.96743
C -0.76412 3.46182 -2.57411
H -3.53203 0.48516 -0.60417
H -1.85576 0.86254 1.55894
H -3.58801 0.65346 1.62647
H -2.17770 3.35037 1.44993
H -2.76437 2.63655 2.92880
H -4.34993 4.32309 1.74363
H -5.04876 2.82161 2.30316
H -5.40164 3.73590 -0.25640
H -5.47942 2.04135 0.16182
H -2.95528 3.47391 -0.75486
H -3.99850 2.50749 -1.78849
H -0.89638 0.03902 -3.31699
H -3.06426 -1.28870 -1.64114
H -1.48228 -1.88706 -2.07819
H -3.13312 -2.97348 -3.51509
H -2.20021 -1.86954 -4.49974
H -5.09666 -1.72109 -3.71502
H -4.31809 -1.18673 -5.18435
H -4.63282 0.29755 -2.56213
H -4.94239 0.84762 -4.18960
H -2.92713 1.94261 -3.37108
H -2.51616 0.88051 -4.68068
H -0.48819 2.98134 -0.49508
H 1.43837 1.37202 -0.86546
H 1.70075 3.05889 -1.24441
H 1.16595 0.84942 -3.28610
H 2.70905 1.62670 -2.96768
H 1.61661 2.64418 -4.96890
H 1.76309 3.81814 -3.67132
H -0.73211 2.20328 -4.34032
H -0.51371 3.90972 -4.65473
H -1.84506 3.59373 -2.59756
H -0.35016 4.43534 -2.29534
O 2.50092 -2.09170 1.95910
S 3.11095 -2.99681 3.03594
C 3.98041 -4.31479 2.11791
C 3.30633 -5.64661 2.44824
C 1.82886 -5.33676 2.66376
C 1.80692 -4.12820 3.58942
H 5.03422 -4.27761 2.38793
H 3.87387 -4.04180 1.06814
H 3.73778 -6.06212 3.36052
H 3.47245 -6.37173 1.65253
H 1.29002 -6.17643 3.10130
H 1.34962 -5.08400 1.71728
H 2.07355 -4.40613 4.61176
H 0.88568 -3.55156 3.61442
N 2.41703 -1.99402 -0.73310
C 1.30713 -2.71845 -0.95110
S 0.08805 -2.82690 0.25556
N 1.16829 -3.29506 -2.13956
C 0.15406 -4.15586 -2.66552
C -0.54215 -5.06722 -1.88685
C -1.46296 -5.90718 -2.49862
C -1.66829 -5.85638 -3.86879
C -0.94840 -4.95502 -4.64087
C -0.03913 -4.10149 -4.04115
H 2.71262 -1.92963 0.24644
H 3.14232 -1.97770 -1.43529
H 1.90762 -3.10658 -2.80301
H -0.36072 -5.15444 -0.82549
H -2.00385 -6.62402 -1.89586
H -2.37547 -6.52739 -4.33644
H -1.09597 -4.91249 -5.71140
H 0.52373 -3.39633 -4.64281
*
```



Entry 2:
# C45H41Cl2MoN8O3S2

C45H41Cl2MoN8O3S2 as an isolated structure (ωB97M-V with the def2-TZVPD basis set, the Open Molecules 2025 dataset).

For the relative energy (zero: lowest compared OMol25 entry of this formula, charge and spin), the calculation gives 89.50 kJ/mol. The calculation puts the orbital gap (spin up / spin down) at 0.1778 / 0.2168 Ha. The highest occupied orbital energy (spin up / spin down) is -1.25 / -2.32 eV.

ORCA input file:
```
! wB97M-V def2-TZVPD RIJCOSX def2/J DEFGRID3
* xyz -2 4
Mo 0.64726 -0.75600 2.81976
C 0.51746 3.53630 2.13777
C 0.27262 2.97962 0.72546
C 0.05200 1.41082 0.68054
N -0.50472 0.76181 1.91761
C -1.82300 0.78849 2.07922
C -2.60644 1.70092 1.32655
C -3.95943 1.98612 1.35361
C -4.89647 1.61262 2.33789
C -4.78276 0.55131 3.19401
C -3.62014 0.00735 3.70659
C -2.31172 -0.02792 3.18981
N -1.36055 -0.86975 3.64530
C -1.75006 -1.97876 4.53187
C -0.86008 -2.17903 5.73489
C 0.58486 -2.47710 5.22976
N 1.17011 -1.19816 4.71626
C 1.60562 -0.25522 5.60973
C 1.74273 -0.43135 6.96165
C 2.07726 0.47461 7.96790
C 2.59015 1.76392 7.79489
C 3.08365 2.34347 6.63609
C 2.90979 1.82901 5.36563
C 2.04857 0.85792 4.83715
N 1.90843 0.81704 3.45556
C 2.52762 1.86753 2.63771
C 1.86141 3.25289 2.77798
H -0.30079 3.10238 2.72529
H 0.34104 4.61044 2.10667
H 1.11400 3.18985 0.01012
H -0.59789 3.50752 0.29876
H 1.03282 0.99334 0.40644
H -0.64223 1.16858 -0.16025
H -1.98558 2.18619 0.56529
H -4.29190 2.56454 0.50867
H -5.79801 2.25309 2.38810
H -5.72419 0.07808 3.51020
H -3.78422 -0.57078 4.58029
H -1.75085 -2.83647 3.93661
H -2.76106 -1.82832 4.87173
H -1.29429 -2.94591 6.36818
H -0.79472 -1.28231 6.39083
H 0.58561 -3.17681 4.41019
H 1.28074 -2.86441 6.01043
H 1.46883 -1.39022 7.33685
H 1.91505 0.14424 8.99842
H 2.66693 2.40520 8.71156
H 3.63173 3.29595 6.66469
H 3.58385 2.28709 4.62006
H 2.46770 1.53680 1.58445
H 3.64477 1.81474 2.85850
H 2.51731 4.01056 2.29737
H 1.89123 3.58382 3.81299
S -0.37678 -2.33295 1.26762
C 1.33323 -2.74379 0.94195
S 2.49248 -1.87940 1.87423
C 1.62083 -3.70536 -0.03025
C 0.58154 -4.13121 -0.91677
N -0.17531 -4.63957 -1.65641
C 2.98872 -3.93779 -0.39352
N 4.04548 -4.28118 -0.74535
O -5.02472 -2.33385 -4.34956
N -5.85849 -2.00113 -3.50223
C -7.00799 -1.29770 -3.84361
C -7.88863 -0.84387 -2.88401
C -7.64934 -1.04685 -1.51747
C -6.39471 -1.64807 -1.18223
C -5.58468 -2.22112 -2.17154
H -7.11563 -1.03067 -4.90385
H -8.88589 -0.47990 -3.18864
H -8.30778 -0.73548 -0.71594
H -6.18344 -1.83112 -0.12386
H -4.64673 -2.72353 -1.99687
Cl -1.03178 0.67560 -6.58995
C 0.02868 -0.67234 -6.95967
C -0.50899 -1.66186 -7.76811
C -0.09169 -2.99381 -7.66133
C 0.91614 -3.31954 -6.77881
C 1.54070 -2.25530 -6.02581
Cl 2.33589 -2.98336 -4.56424
C 1.28281 -0.86531 -6.29326
N 1.98575 0.17185 -5.67878
C 3.28458 0.47638 -5.74129
C 4.24281 -0.19376 -6.61909
C 5.42488 0.37795 -6.99531
C 5.90560 1.59343 -6.39528
C 5.16567 2.11346 -5.34628
C 3.85983 1.66575 -5.05395
C 3.26645 2.42710 -3.90891
C 1.85112 2.21686 -3.27190
O 1.49093 3.08216 -2.45824
O 1.16243 1.17750 -3.57388
H -1.26986 -1.38108 -8.47913
H -0.53237 -3.76288 -8.27053
H 1.08790 -4.34206 -6.41920
H 1.56341 0.82631 -4.68285
H 3.87875 -1.10191 -7.13075
H 5.89818 -0.14032 -7.84999
H 6.93114 1.95535 -6.68198
H 5.52981 2.87103 -4.64054
H 3.33112 3.52355 -4.15928
H 3.96796 2.15818 -3.14700
*
```



Entry 3:
# C4H11MgO4

C4H11MgO4 as an isolated structure (ωB97M-V with the def2-TZVPD basis set, the Open Molecules 2025 dataset).

The calculation puts the orbital gap at 0.2941 Ha. The highest occupied orbital energy is -12.42 eV.

ORCA input file:
```
! wB97M-V def2-TZVPD RIJCOSX def2/J DEFGRID3
* xyz 1 1
O -1.11153 1.96430 -0.07673
C -1.90682 1.09546 0.73678
C -1.99518 -0.25995 0.07481
O -0.67875 -0.58188 -0.37508
C -0.41169 -1.96170 -0.60148
Mg 0.31689 1.01274 -1.13621
H -2.91317 1.50890 0.87620
H -1.38587 0.99914 1.70075
H -2.68495 -0.27654 -0.78162
H -2.34083 -1.00450 0.80490
H 0.64567 -2.03296 -0.87642
H -0.55561 -2.52545 0.32956
H -1.10997 -2.33738 -1.36232
O 1.93327 1.87232 -0.49742
H -0.74848 2.78895 0.44117
C 3.01446 -0.08366 0.20345
O 2.38981 0.54335 -0.89482
H 2.28392 -0.62528 0.82364
H 3.75850 -0.77234 -0.21985
H 3.50033 0.67651 0.83066
*
```



Entry 4:
# C3H3Cl2NO

A 2-piece molecular cluster, C3H3Cl2NO overall (ωB97M-V with the def2-TZVPD basis set, the Open Molecules 2025 dataset).

For the relative energy (zero: lowest compared OMol25 entry of this formula, charge and spin), the calculation gives 78.23 kJ/mol. The calculation puts the orbital gap at 0.3574 Ha. The SMILES is O=C=N/C=C/Cl.Cl. The highest occupied orbital energy is -9.23 eV.

ORCA input file:
```
! wB97M-V def2-TZVPD RIJCOSX def2/J DEFGRID3
* xyz 0 1
C -1.07901 1.56634 0.18580
C -0.49573 -1.78622 -1.19085
C -0.67857 -0.79767 -0.29470
N -1.13278 0.47711 -0.33733
O -1.01568 2.60958 0.72753
Cl 0.18411 -3.30141 -0.83121
Cl 2.32354 2.47618 1.62131
H -0.73187 -1.56131 -2.15183
H -0.40519 -1.08522 0.82088
H 3.03119 1.40260 1.45039
*
```



Entry 5:
# C4H9O4PS

A 2-piece molecular cluster, C4H9O4PS overall (ωB97M-V with the def2-TZVPD basis set, the Open Molecules 2025 dataset).

For the relative energy (zero: lowest compared OMol25 entry of this formula, charge and spin), the calculation gives 412.59 kJ/mol. The calculation puts the orbital gap (spin up / spin down) at 0.1958 / 0.1930 Ha. The highest occupied orbital energy (spin up / spin down) is -0.01 / 0.07 eV.

ORCA input file:
```
! wB97M-V def2-TZVPD RIJCOSX def2/J DEFGRID3
* xyz -2 1
C -1.76818 -0.91393 0.97695
C -0.76513 0.30180 1.12863
C -0.46579 0.99046 -1.38806
C 0.08152 0.22291 -0.20748
O 2.17549 -1.39897 0.46301
O 2.69720 0.58542 -0.98565
O 2.15921 0.88686 1.41253
O 0.11717 2.32549 -1.38900
P 1.83879 0.19937 0.13226
S 0.07786 -2.95947 -1.10542
H -1.10834 -1.75992 1.07039
H -2.57271 -0.95557 1.70008
H -2.03240 -0.98182 -0.14424
H 0.08170 0.13278 1.80027
H -1.34709 1.25178 1.12495
H -0.04320 0.45324 -2.23262
H -1.56079 1.06144 -1.35103
H 0.84787 2.38553 -0.78104
H 1.58683 -1.82740 -0.22453
*
```



Entry 6:
# Cl2HNO2S

Cl2HNO2S as an isolated structure (ωB97M-V with the def2-TZVPD basis set, the Open Molecules 2025 dataset).

For the relative energy (zero: lowest compared OMol25 entry of this formula, charge and spin), the calculation gives 128.43 kJ/mol. The calculation puts the orbital gap at 0.3943 Ha. The highest occupied orbital energy is -11.05 eV.

ORCA input file:
```
! wB97M-V def2-TZVPD RIJCOSX def2/J DEFGRID3
* xyz 0 1
N -1.56445 -0.74930 0.83695
O -2.41110 1.62194 0.90608
O -2.62983 0.25708 -1.18717
S -2.13553 0.43288 0.11967
Cl -1.14663 -2.05016 -0.21787
Cl 0.19529 0.96048 -0.71969
H 0.08662 -0.33339 -0.66791
*
```



Entry 7:
# C12H29N3O6SZn

C12H29N3O6SZn as an isolated structure (ωB97M-V with the def2-TZVPD basis set, the Open Molecules 2025 dataset).

The calculation puts the orbital gap at 0.2839 Ha. The highest occupied orbital energy is -7.72 eV.

ORCA input file:
```
! wB97M-V def2-TZVPD RIJCOSX def2/J DEFGRID3
* xyz 0 1
Zn 0.59694 -0.19734 0.53147
S 3.20358 -0.32537 0.56790
O 2.24842 0.52041 1.26826
O 2.17129 -1.19143 0.16392
O 3.86455 0.31162 -0.56149
O 4.03873 -0.97921 1.58253
C -0.84601 -4.35506 0.91752
C -0.21189 -3.03131 0.40727
N -0.55165 -1.83049 1.20769
C -1.99297 -1.48656 1.36441
C -2.74414 -1.43887 0.00882
C -0.01334 -2.07853 2.56972
C 0.06450 -0.79146 3.42115
H -0.75641 -5.21320 0.25144
H -1.89008 -4.15660 1.15970
H -0.49274 -4.80835 1.84369
H 0.87254 -3.14113 0.40257
H -0.53746 -2.82666 -0.61264
H -2.58369 -2.24940 1.87161
H -2.11910 -0.50443 1.82002
H -3.72119 -1.01272 0.23654
H -2.37996 -0.71547 -0.72068
H -2.91804 -2.44097 -0.38317
H 0.95767 -2.55999 2.45382
H -0.50936 -2.84683 3.16284
H -0.86989 -0.26944 3.62736
H 0.76039 -0.07973 2.97699
H 0.51874 -1.10052 4.36255
C 0.01592 3.56780 1.70475
C -0.80949 2.63638 0.73930
O -0.72182 1.37688 0.84678
N -1.50747 3.25493 -0.13228
C -2.30791 2.69617 -1.14493
H 0.94066 3.21310 2.15989
H -0.71033 4.06654 2.34655
H 0.40088 4.38983 1.10128
H -1.51995 4.25922 -0.02572
H -3.32471 3.06484 -1.00973
H -2.25871 1.61355 -1.26168
H -1.86159 3.20147 -2.00142
C 0.10278 0.72756 -3.68398
C 1.09576 0.63634 -2.52841
O 0.54640 0.38848 -1.41774
N 2.37566 1.05044 -2.60224
C 3.11814 1.67045 -3.74035
H -0.62283 1.33585 -3.14401
H -0.36173 -0.20133 -4.01488
H 0.42506 1.24965 -4.58491
H 2.86741 0.92041 -1.72967
H 2.69557 1.49862 -4.73031
H 4.18787 1.47924 -3.65545
H 3.07501 2.70260 -3.39265
*
```



Entry 8:
# C35H34ClMnNO2P2

C35H34ClMnNO2P2 as an isolated structure (ωB97M-V with the def2-TZVPD basis set, the Open Molecules 2025 dataset).

For the relative energy (zero: lowest compared OMol25 entry of this formula, charge and spin), the calculation gives 77.29 kJ/mol. The calculation puts the orbital gap (spin up / spin down) at 0.2718 / 0.2880 Ha. The highest occupied orbital energy (spin up / spin down) is -10.64 / -10.69 eV.

ORCA input file:
```
! wB97M-V def2-TZVPD RIJCOSX def2/J DEFGRID3
* xyz 1 5
Mn 0.07712 2.24275 -0.42395
C -0.95891 -1.14651 0.15174
N -0.00275 -1.45339 1.14677
C 0.90351 -0.43195 1.59558
P 1.90916 0.48944 0.28265
C 3.43859 1.13351 1.01969
C 4.69149 0.91890 0.44348
C 5.80964 1.53715 0.97863
C 5.67188 2.35861 2.10274
C 4.43277 2.58058 2.66797
C 3.31617 1.99275 2.11815
C 2.43409 -0.75165 -0.95403
C 2.32020 -0.37788 -2.31825
C 2.77687 -1.30300 -3.27623
C 3.15036 -2.56310 -2.90807
C 3.24207 -2.90787 -1.58742
C 2.90155 -2.01921 -0.60967
C 0.40493 -2.87275 1.08299
C 0.11405 -3.74315 0.01673
C 0.58612 -5.02722 -0.00415
C 1.32594 -5.58512 1.05269
C 1.45773 -4.76483 2.14175
C 0.97625 -3.46670 2.20479
P -1.64405 0.56958 0.06294
C -2.87072 0.13531 -1.22563
C -2.47181 -0.36101 -2.47252
C -3.46108 -0.84801 -3.36060
C -4.80955 -0.85290 -2.96753
C -5.18813 -0.33743 -1.72956
C -4.22530 0.13749 -0.84560
C -2.49638 1.02621 1.59040
C -2.78747 2.39020 1.74493
C -3.51014 2.81061 2.82375
C -3.98643 1.90075 3.79314
C -3.69043 0.53353 3.63562
C -2.91350 0.13746 2.53403
H -1.80327 -1.86183 0.31023
H -0.65116 -1.34809 -0.85877
H 1.61566 -0.81103 2.31281
H 0.42744 0.31298 2.22698
H 4.82116 0.42346 -0.48000
H 6.80596 1.38453 0.51651
H 6.53844 2.85022 2.53337
H 4.27204 3.18012 3.51950
H 2.40775 2.13626 2.66350
H 1.97002 0.61023 -2.56698
H 2.70816 -0.98854 -4.29715
H 3.47939 -3.24964 -3.66178
H 3.62432 -3.86610 -1.35604
H 2.91738 -2.37946 0.44595
H -0.47521 -3.37497 -0.84475
H 0.32636 -5.67926 -0.81939
H 1.73404 -6.57602 1.01344
H 1.86790 -5.13637 3.08047
H 1.05945 -2.88975 3.14377
H -1.42224 -0.35092 -2.77529
H -3.17861 -1.24768 -4.35160
H -5.54334 -1.25159 -3.64082
H -6.22170 -0.30238 -1.41854
H -4.54251 0.48962 0.11353
H -2.49226 3.14087 0.98040
H -3.72041 3.89011 2.85411
H -4.60696 2.21362 4.56918
H -3.99656 -0.18639 4.35308
H -2.70566 -0.93991 2.50594
Cl 0.96594 4.24567 0.83525
C 1.26186 3.84040 -0.88538
H 2.33292 3.75678 -0.98223
H 0.87470 4.61646 -1.56187
C -3.23629 3.52112 -2.56639
O -2.28225 2.86199 -1.64290
C -1.02039 2.78596 -2.14342
O -0.71548 3.06989 -3.24943
H -3.06427 3.20747 -3.57746
H -3.03627 4.56841 -2.49358
H -4.21995 3.25256 -2.31217
*
```